[1]
DFT (the ωB97M-V functional and the def2-TZVPD basis) results for a structure of composition C42H42LiN2O5S2.

**Gap between HOMO and LUMO**: 0.3000 Eh
**E_HOMO**: -0.38118 Eh
**Energy above the lowest of the compared OMol25 structures with the same formula, charge and spin**: 4.9 kcal per mole
**Max |F|**: 0.85 eV/Å

```
! wB97M-V def2-TZVPD RIJCOSX def2/J DEFGRID3
* xyz 1 1
Li 1.02 -0.42 1.75
C 5.61 -0.36 1.60
N 4.82 -0.70 2.78
C 5.47 -1.29 3.94
C 3.49 -0.50 2.73
O 2.91 -0.06 1.74
C 2.69 -0.85 3.98
O 1.36 -0.54 3.64
C 0.34 -0.91 4.52
C -0.94 -0.77 3.71
O -0.86 -0.51 2.51
N -2.11 -0.91 4.35
C -3.36 -0.74 3.61
C -2.24 -1.25 5.76
H 5.70 -1.22 0.93
H 6.61 -0.04 1.91
H 5.13 0.45 1.06
H 6.52 -1.47 3.69
H 5.03 -2.25 4.20
H 5.44 -0.63 4.80
H 3.04 -0.26 4.83
H 2.80 -1.92 4.21
H 0.32 -0.26 5.40
H 0.46 -1.95 4.85
H -3.20 -0.07 2.77
H -4.10 -0.31 4.28
H -3.72 -1.69 3.24
H -1.29 -1.54 6.19
H -2.94 -2.08 5.86
H -2.64 -0.40 6.32
C -4.68 5.00 0.87
C -3.44 4.15 0.74
C -2.61 4.25 -0.37
C -1.47 3.48 -0.49
C -1.15 2.58 0.52
C -1.95 2.49 1.65
C -3.09 3.27 1.76
S 0.36 1.61 0.55
O 1.45 2.54 0.90
C 0.51 1.27 -1.22
C 1.46 2.06 -1.91
C 1.68 1.86 -3.24
C 0.95 0.88 -3.95
C 1.13 0.69 -5.34
C 0.39 -0.23 -6.02
C -0.57 -1.02 -5.34
C -0.74 -0.87 -3.99
C 0.02 0.07 -3.26
C -0.17 0.26 -1.85
C -1.22 -0.55 -1.15
C -2.57 -0.05 -1.23
C -2.89 1.11 -1.98
C -4.18 1.55 -2.08
C -5.22 0.87 -1.41
C -4.95 -0.24 -0.68
C -3.63 -0.74 -0.59
C -3.35 -1.96 0.08
C -2.09 -2.45 0.09
C -1.01 -1.75 -0.51
S 0.51 -2.68 -0.17
O 1.18 -2.02 1.00
C 1.62 -2.38 -1.53
C 2.64 -1.46 -1.40
C 3.57 -1.34 -2.42
C 3.51 -2.15 -3.55
C 4.51 -2.02 -4.66
C 2.48 -3.09 -3.64
C 1.54 -3.22 -2.63
H -4.72 5.76 0.10
H -4.71 5.49 1.84
H -5.58 4.38 0.79
H -2.86 4.96 -1.15
H -0.83 3.58 -1.36
H -1.66 1.81 2.45
H -3.71 3.20 2.65
H 1.99 2.82 -1.34
H 2.40 2.48 -3.77
H 1.86 1.30 -5.86
H 0.52 -0.37 -7.09
H -1.16 -1.74 -5.89
H -1.48 -1.47 -3.47
H -2.10 1.64 -2.50
H -4.40 2.42 -2.68
H -6.24 1.23 -1.50
H -5.74 -0.78 -0.17
H -4.17 -2.50 0.54
H -1.87 -3.40 0.58
H 2.71 -0.85 -0.50
H 4.37 -0.61 -2.32
H 5.39 -1.45 -4.34
H 4.07 -1.51 -5.51
H 4.84 -3.00 -5.01
H 2.43 -3.75 -4.50
H 0.75 -3.96 -2.70
*
```



[2]
DFT (the ωB97M-V functional and the def2-TZVPD basis) results for a cluster of 2 separate species, C4H13N2S in total.

**Gap between HOMO and LUMO**: 0.3188 Eh
**E_HOMO**: -0.44212 Eh
**Energy above the lowest of the compared OMol25 structures with the same formula, charge and spin**: 17.9 kcal per mole
**Max |F|**: 1.75 eV/Å

```
! wB97M-V def2-TZVPD RIJCOSX def2/J DEFGRID3
* xyz 1 1
C 2.13 -1.94 0.76
S 0.37 -2.04 1.20
C 0.20 -0.35 1.90
H 2.61 -1.08 1.32
H 2.29 -1.77 -0.34
H 2.69 -2.83 1.07
H -0.87 -0.11 2.10
H 0.80 -0.31 2.82
H 0.55 0.42 1.19
C 0.56 0.84 -1.79
N -2.77 1.04 -0.22
C -1.62 0.59 -0.64
N -0.86 1.15 -1.53
H 0.66 0.57 -2.88
H 0.88 0.01 -1.17
H 1.21 1.68 -1.61
H -3.12 1.85 -0.68
H -3.17 0.62 0.60
H -1.34 -0.29 -0.10
H -1.21 1.95 -2.03
*
```



[3]
DFT (the ωB97M-V functional and the def2-TZVPD basis) results for the molecule C24H31N3O5S.

**Gap between HOMO and LUMO**: 0.3386 Eh
**E_HOMO**: -0.31936 Eh
**Energy above the lowest of the compared OMol25 structures with the same formula, charge and spin**: 18.3 kcal per mole
**Max |F|**: 1.02 eV/Å

```
! wB97M-V def2-TZVPD RIJCOSX def2/J DEFGRID3
* xyz 0 1
C -4.57 0.94 6.79
C -4.07 2.36 6.60
O -2.75 2.39 6.06
C -2.66 2.23 4.72
O -3.61 2.10 3.99
N -1.37 2.27 4.29
C -1.07 2.00 2.90
C -0.28 0.68 2.79
N 0.88 0.74 3.64
C 2.17 0.84 3.23
O 3.09 1.04 3.99
C 2.35 0.64 1.75
C 2.52 1.73 0.92
C 2.57 1.56 -0.45
C 2.46 0.29 -1.00
C 2.33 0.09 -2.48
N 1.12 -0.66 -2.76
C 1.04 -1.38 -3.97
C 1.67 -0.94 -5.13
C 1.56 -1.69 -6.29
C 0.83 -2.86 -6.33
C 0.72 -3.65 -7.60
C 0.20 -3.30 -5.16
C -0.60 -4.57 -5.16
C 0.32 -2.56 -4.00
S -0.32 0.02 -2.24
C -0.52 1.50 -3.28
O -1.38 -0.88 -2.55
O -0.19 0.44 -0.88
C 2.38 -0.81 -0.16
C 2.32 -0.64 1.21
C 0.56 1.00 5.03
C -0.21 2.31 5.16
H -3.89 0.38 7.42
H -5.55 0.96 7.26
H -4.65 0.45 5.83
H -4.74 2.91 5.93
H -3.99 2.89 7.55
H -0.47 2.82 2.50
H -2.00 1.93 2.35
H -0.92 -0.15 3.13
H 0.00 0.51 1.75
H 2.59 2.73 1.35
H 2.66 2.42 -1.09
H 3.17 -0.50 -2.85
H 2.34 1.07 -2.99
H 2.24 -0.02 -5.14
H 2.05 -1.34 -7.19
H -0.32 -3.74 -7.91
H 1.12 -4.65 -7.47
H 1.27 -3.16 -8.40
H -1.03 -4.75 -4.18
H 0.02 -5.42 -5.43
H -1.41 -4.51 -5.89
H -0.16 -2.89 -3.09
H -1.53 1.85 -3.13
H -0.36 1.21 -4.31
H 0.19 2.25 -2.95
H 2.32 -1.80 -0.59
H 2.22 -1.50 1.86
H -0.05 0.17 5.42
H 1.50 1.05 5.59
H 0.43 3.14 4.84
H -0.53 2.48 6.18
*
```



[4]
DFT (the ωB97M-V functional and the def2-TZVPD basis) results for a cluster of 2 separate species, C3H14N2O in total.

**Gap between HOMO and LUMO (spin up / spin down)**: 0.4323 / 0.1583 Eh
**<S²>**: 0.753
**E_HOMO (spin up / spin down)**: -0.87290 / -0.87286 Eh
**Energy above the lowest of the compared OMol25 structures with the same formula, charge and spin**: 29.4 kcal per mole
**Max |F|**: 4.65 eV/Å

```
! wB97M-V def2-TZVPD RIJCOSX def2/J DEFGRID3
* xyz 3 2
C 1.41 0.16 -0.14
C 0.76 -0.66 1.06
C -0.47 0.02 1.54
N -1.16 -1.12 2.79
N 0.50 1.27 -0.76
H 1.62 -0.50 -0.98
H 2.33 0.75 0.00
H 1.73 -0.99 1.51
H 0.35 -1.59 0.62
H -0.56 0.95 2.07
H -1.27 -0.05 0.81
H -1.81 -0.76 3.50
H -1.90 -1.67 2.35
H -0.43 -1.79 3.02
H -0.29 1.65 -0.21
H -0.10 0.90 -1.54
H 0.86 2.10 -1.27
H -1.44 -0.16 -4.11
H 0.12 -0.01 -4.42
O -0.62 0.37 -3.83
*
```